ORCA calculation (ωB97M-V with the def2-TZVPD basis set) on a cluster of 12 separate species, C33H97N17O12 in total at a distorted geometry.

Geometry as XYZ:
```
159
Properties=species:S:1:pos:R:3:forces:R:3:lowdin_charge:R:1
O -3.011 6.051 -2.178 0.767 -0.528 -1.318 -0.19
O 2.900 -6.453 2.432 -0.519 0.511 0.794 -0.22
O -6.229 0.888 -1.044 0.807 1.084 -0.263 -0.01
O -2.496 5.510 2.458 0.892 2.265 1.305 -0.19
O -2.849 -0.258 -5.447 0.024 0.190 0.669 -0.21
O 2.412 -1.291 -1.640 0.984 -1.180 -0.382 -0.07
O -1.422 -4.159 -2.456 0.275 0.010 0.243 -0.20
O 3.643 1.128 -3.936 0.440 0.556 0.344 -0.03
O 4.631 -0.857 2.303 -0.772 0.439 0.349 -0.18
O 2.245 3.778 -0.477 -0.315 -0.085 -0.434 -0.02
O -1.434 1.520 0.082 -2.732 1.450 1.374 0.01
O -0.923 -0.245 2.834 0.717 -0.031 0.662 -0.23
N 3.431 3.155 -2.942 0.123 5.727 -2.593 0.18
N -4.246 -2.067 3.253 1.428 1.370 0.998 0.03
N 3.864 -1.756 -3.335 0.082 0.638 -0.755 0.19
N -0.131 -0.910 -6.244 -1.293 -0.824 -0.439 0.04
N 5.253 -1.193 5.220 0.111 0.785 -1.037 0.03
N 0.172 -0.002 0.080 1.376 -2.803 2.059 0.21
N 1.672 -4.742 0.765 0.990 -0.743 -1.556 0.05
N -0.078 4.101 -2.796 0.476 0.850 -0.205 0.03
N 1.264 3.345 1.501 -0.846 -2.169 0.936 0.20
N 3.370 1.479 -1.761 -0.110 -4.127 5.840 0.20
N -4.091 0.681 -1.688 2.465 -2.627 -3.913 0.17
N -4.466 1.992 -0.144 1.333 4.479 4.410 0.18
N -0.130 1.230 -1.665 0.523 0.782 -3.976 0.22
N 3.661 -3.194 -1.685 -0.086 -1.611 1.514 0.19
N 2.164 5.316 1.148 0.539 2.183 0.677 0.18
N 0.417 4.242 4.277 0.869 -0.616 -0.789 0.00
N -0.171 -7.673 -2.817 -0.342 0.768 -0.247 0.02
C -0.570 0.905 -0.492 0.726 0.919 0.385 -0.79
C -0.762 -5.359 -2.083 -0.381 -0.113 -2.107 -0.19
C 3.975 -1.498 4.574 -0.210 1.728 -0.050 -0.40
C -1.097 5.466 2.901 -2.612 -1.375 0.653 -0.12
C 3.528 1.884 -2.935 -0.080 -2.625 -4.670 -0.78
C -2.149 -0.585 3.483 -0.761 0.330 -0.130 -0.17
C -1.796 -0.390 -4.465 0.161 0.903 -0.631 -0.19
C -1.651 4.651 -4.527 -0.996 0.276 0.224 -0.06
C 2.160 -4.164 1.982 -0.951 -1.738 0.818 -0.45
C -1.318 -3.194 -1.412 0.231 -0.179 -1.155 -0.11
C -2.890 -1.736 2.731 -0.051 -0.548 -0.728 -0.39
C -0.032 0.586 3.627 -1.056 0.107 -0.715 -0.06
C 3.736 -0.493 3.338 -0.593 -2.662 1.072 -0.20
C -5.031 1.240 -0.992 -4.865 -3.334 -0.531 -0.78
C -0.999 4.690 4.253 2.030 -0.261 0.119 -0.38
C -3.895 0.683 -5.048 1.151 -1.694 -0.300 -0.06
C -1.218 5.472 5.533 -0.367 1.065 0.142 -0.06
C -4.265 6.053 -1.605 -0.308 -0.424 0.324 -0.11
C -2.215 4.884 -2.028 1.003 1.497 -1.658 -0.17
C -0.708 -1.352 -4.982 1.021 -0.220 0.496 -0.42
C -3.115 -1.455 1.231 0.531 0.322 0.702 -0.05
C -3.077 4.355 1.955 1.220 -0.672 -0.957 -0.13
C 2.930 -1.284 5.692 -0.119 -1.019 -1.035 -0.07
C -1.133 5.077 -3.163 -0.374 -1.654 1.332 -0.39
C 4.238 -0.251 1.080 1.058 0.319 -0.210 -0.10
C 3.259 -2.061 -2.186 -1.126 3.087 -0.720 -0.69
C 1.896 4.102 0.659 1.112 0.769 -1.496 -0.69
C 0.507 -1.566 -4.059 -1.645 0.522 0.874 -0.06
C -2.029 -6.487 -4.104 0.334 0.077 0.966 -0.06
C 1.179 -3.144 2.377 -0.298 1.481 0.406 -0.06
C 2.217 -5.315 3.031 1.572 0.690 -0.529 -0.15
C -0.653 -6.363 -3.337 -1.449 -0.084 0.632 -0.36
C 3.969 -6.998 3.202 -0.406 -0.103 -0.162 -0.10
H 1.158 3.672 2.451 -0.587 -0.541 0.437 0.05
H -0.260 -3.127 -1.159 0.115 0.317 0.439 0.07
H 1.943 -1.491 5.280 -0.261 0.257 0.227 0.05
H 3.390 0.475 -1.651 -0.466 0.038 0.605 0.08
H -1.607 3.785 4.252 -0.131 0.127 -0.298 0.12
H 0.705 4.412 -3.354 0.525 -0.674 -0.500 0.07
H 0.094 -6.110 -4.089 0.067 0.747 0.306 0.13
H -1.375 0.612 -4.379 0.410 0.269 0.226 0.11
H -2.806 -6.824 -3.416 0.034 -0.350 0.184 0.07
H 0.265 4.358 -1.882 0.013 -0.099 0.609 0.05
H 0.116 -1.782 -3.065 0.325 0.036 0.201 0.04
H -0.618 1.369 4.108 -0.042 0.290 -0.117 0.08
H 0.767 -7.480 -2.496 0.416 -0.268 -0.010 0.05
H -1.209 -2.313 -5.102 0.037 -0.157 -0.400 0.14
H -0.977 -0.773 -6.780 0.275 0.512 -0.969 0.06
H 3.141 2.136 -1.029 -0.001 -0.484 0.198 0.09
H -2.635 3.892 -2.197 -0.966 0.097 -0.265 0.12
H 3.764 0.560 3.618 0.492 0.257 0.178 0.12
H -2.444 -5.545 -4.461 0.576 0.264 -0.001 0.06
H 4.511 -2.398 -3.772 -0.212 0.432 0.011 0.11
H -2.188 -1.485 0.659 -0.050 0.100 0.027 0.05
H 4.795 -6.289 3.246 0.179 -0.106 0.055 0.09
H -4.522 0.146 -4.336 -0.366 0.274 -0.112 0.07
H 2.708 -0.691 3.035 -0.286 0.082 -0.403 0.09
H 3.670 -7.291 4.209 -0.228 0.323 0.202 0.08
H 0.711 -0.616 -0.513 0.448 -0.147 0.367 0.07
H -0.525 4.943 2.135 0.133 0.119 0.052 0.09
H -1.715 3.564 -4.552 0.470 -0.060 -0.248 0.06
H -1.803 4.815 -1.021 0.401 0.319 0.206 0.11
H 2.970 3.593 -2.157 0.205 0.480 -0.314 0.06
H -1.926 -3.430 -0.538 -0.077 -0.165 0.056 0.08
H -0.717 6.083 -3.212 -0.406 0.233 0.339 0.13
H -2.413 4.043 1.148 -0.006 -0.832 -0.196 0.07
H 3.167 -3.782 1.810 0.051 0.177 0.093 0.14
H -2.011 -7.174 -4.950 0.363 -0.089 0.157 0.07
H -3.471 1.559 -4.557 -0.015 0.189 -0.188 0.07
H -3.802 -2.212 0.853 0.060 0.050 -0.169 0.08
H 2.810 -4.887 3.838 -0.003 -0.449 0.547 0.11
H -0.037 -0.219 1.044 -0.271 -0.527 -0.159 0.07
H 4.052 -2.514 4.186 -0.536 -0.051 -0.051 0.12
H 1.160 -2.396 -4.330 -0.148 0.242 -0.405 0.08
H -3.166 3.556 2.691 -0.166 -0.130 0.067 0.08
H -4.027 4.553 1.459 -0.108 0.395 0.493 0.08
H 1.040 -0.616 -4.010 0.403 -0.135 0.050 0.07
H 0.238 -5.150 -1.704 0.296 0.075 0.021 0.10
H -2.167 -0.626 -3.468 -0.280 -0.486 0.082 0.10
H 3.475 3.582 -3.856 -0.203 0.279 0.336 0.12
H 0.679 -4.922 0.728 -0.245 0.268 0.404 0.07
H -0.313 5.911 5.953 0.501 0.002 -0.540 0.07
H 3.331 -0.631 0.608 -0.128 -0.402 0.284 0.07
H 2.023 5.512 2.129 -0.089 0.113 -0.387 0.09
H -3.457 1.967 -0.185 0.053 0.745 0.997 0.06
H 0.674 1.033 2.927 -0.095 0.006 0.023 0.06
H 5.091 -0.394 0.417 -0.191 -0.050 -0.231 0.10
H 0.551 0.124 4.424 -0.214 -0.802 -0.085 0.07
H 0.361 -0.033 -6.157 -0.070 0.199 0.195 0.07
H 1.216 -5.582 3.371 -0.011 -0.175 -0.035 0.13
H -1.539 4.870 6.383 -0.722 -0.022 -0.296 0.08
H 0.190 -3.562 2.563 0.009 -0.212 0.108 0.08
H -1.917 -0.710 4.540 -0.143 -0.980 0.198 0.12
H 5.849 -1.059 4.415 1.099 -0.765 -0.275 0.06
H 3.098 -1.997 6.499 0.115 0.030 -0.022 0.08
H 4.260 -7.939 2.735 0.180 0.256 -0.303 0.09
H 1.067 -2.491 1.512 -0.064 0.441 0.162 0.08
H -4.817 6.928 -1.948 0.328 0.348 0.485 0.09
H 4.307 -3.711 -2.264 -0.496 -0.625 0.731 0.12
H 4.126 0.825 1.213 -0.084 0.260 0.072 0.08
H -4.716 -2.758 2.686 0.244 -0.107 0.078 0.07
H -4.439 0.896 -5.968 -0.017 0.230 0.270 0.09
H -4.885 5.227 -1.955 0.044 -0.507 0.258 0.09
H 1.025 5.045 4.355 -0.054 0.463 0.002 0.07
H -2.261 -2.619 2.843 0.356 -0.196 -0.184 0.11
H -4.345 0.041 -2.427 0.262 0.136 0.393 0.09
H -3.126 0.830 -1.430 -0.026 -0.316 -0.506 0.08
H -1.082 5.089 -5.347 0.191 -0.364 0.003 0.08
H 2.993 -0.283 6.119 -0.062 0.086 -0.192 0.08
H -1.825 6.352 5.319 -0.699 -0.238 0.461 0.08
H -2.685 4.963 -4.674 -0.057 0.391 0.056 0.08
H -4.052 -2.411 4.183 -0.780 -0.409 0.192 0.06
H 3.691 -0.833 -3.707 0.227 0.496 -0.413 0.07
H -1.639 -2.259 -1.871 -0.105 0.096 0.362 0.07
H -2.851 0.248 3.515 -0.007 0.568 -0.440 0.12
H 2.962 -3.525 -1.036 0.462 -1.214 0.368 0.09
H 0.643 0.727 -2.076 0.066 0.215 0.019 0.09
H 2.115 -5.646 0.845 -0.070 -0.620 -1.167 0.06
H 2.410 6.086 0.542 0.128 -0.420 0.109 0.12
H 1.487 -2.577 3.255 -0.114 0.156 -0.014 0.06
H -1.358 -5.764 -1.265 -0.007 -0.801 0.075 0.12
H -4.985 2.410 0.615 0.280 -0.139 -0.207 0.12
H -3.572 -0.471 1.129 -0.057 -0.012 -0.176 0.08
H 1.078 2.394 1.215 -0.116 0.042 0.239 0.10
H 0.709 3.690 5.071 -0.540 -0.283 0.262 0.08
H -0.670 -7.865 -1.961 -0.341 -0.316 0.146 0.05
H -0.745 6.480 3.091 -0.228 0.144 -0.436 0.13
H -0.339 2.149 -2.030 -0.110 0.057 -0.392 0.07
H -4.040 6.000 -0.539 -1.127 0.185 0.459 0.08
H 5.083 -0.203 5.326 0.339 0.683 1.298 0.06
```
Forces are in eV/Å.

Summary:
Lowest unoccupied orbital energy (eV): -0.1
HOMO-LUMO gap (eV): 8.71
HOMO energy (Ha): -0.3230
Relative energy (zero: lowest compared OMol25 entry of this formula, charge and spin) (eV): 4.091
Structure (SMILES): COC[C@H](C)N.COC[C@H](C)N.COC[C@H](C)N.COC[C@H](C)N.COC[C@H](C)N.COC[C@H](C)N.COC[C@H](C)N.NC(N)=O.NC(N)=O.NC(N)=O.NC(N)=O.NC(N)=O